Here is a molecular structure, C2HFO2Sn in a non-equilibrium geometry from OMol25. Energies are from ωB97M-V with the def2-TZVPD basis set.

The geometry in ORCA input format:
```
! RIJCOSX wB97M-V def2-TZVPD def2/J DEFGRID3
* xyz 2 1
O -0.868 -1.287 -0.192
C -0.818 0.437 0.210
C 0.077 -0.685 0.331
O 1.145 -0.092 -0.002
Sn 2.852 -0.354 -0.595
F -1.156 1.095 -0.869
H -1.232 0.886 1.116
*
```

- Largest force on an atom: 7.834 eV/A
- E_tot: -14707.9201 eV
- LUMO energy: -12.10 eV
- HOMO: -20.78 eV
- Gap between HOMO and LUMO: 8.68 eV

Listed below, in e, are the Mulliken charges computed for each atom: O -0.185; C 0.031; C 0.898; O -0.330; Sn 1.254; F -0.056; H 0.388

Here is a molecular structure, C24H20N2O8Ti from OMol25. Energies are from ωB97M-V with the def2-TZVPD basis set.

The geometry in ORCA input format:
```
! RIJCOSX wB97M-V def2-TZVPD def2/J DEFGRID3
* xyz -1 2
Ti 0.812 -2.243 1.066
O -0.458 0.881 3.420
C -0.223 -0.190 2.895
O 0.487 -0.394 1.826
C -0.761 -1.474 3.486
C -1.501 -1.630 4.641
C -1.846 -2.919 5.026
C -1.435 -4.012 4.271
C -0.699 -3.766 3.132
N -0.399 -2.527 2.766
C -0.088 -4.779 2.179
O -0.246 -5.967 2.367
O 0.600 -4.213 1.230
H -1.787 -0.759 5.214
H -2.429 -3.075 5.925
H -1.669 -5.029 4.551
C 1.735 4.312 -4.148
C 1.549 3.536 -2.869
C 2.207 3.932 -1.710
C 2.047 3.230 -0.525
C 1.213 2.124 -0.487
C 0.554 1.715 -1.640
N -0.267 0.554 -1.584
C -1.619 0.640 -1.315
C -2.319 1.820 -1.611
C -3.680 1.920 -1.406
C -4.399 0.846 -0.892
C -3.714 -0.310 -0.571
C -2.341 -0.442 -0.760
C -1.731 -1.737 -0.279
O -2.421 -2.572 0.276
O -0.435 -1.887 -0.466
C 0.718 2.411 -2.843
C 0.005 1.960 -4.089
H 2.374 5.178 -3.982
H 0.777 4.662 -4.539
H 2.195 3.691 -4.921
H 2.850 4.804 -1.739
H 2.562 3.554 0.370
H 1.055 1.569 0.430
H 0.152 -0.275 -1.176
H -1.772 2.671 -1.996
H -4.186 2.848 -1.645
H -5.465 0.922 -0.728
H -4.224 -1.161 -0.139
H -0.797 2.654 -4.356
H -0.434 0.977 -3.935
H 0.690 1.913 -4.937
C 4.776 -1.952 0.845
C 3.282 -2.070 0.961
O 2.568 -1.893 -0.081
O 2.743 -2.318 2.073
H 5.031 -0.898 0.734
H 5.102 -2.478 -0.050
H 5.259 -2.353 1.732
*
```

- Largest force on an atom: 0.591 eV/A
- E_tot: -67698.2985 eV
- LUMO energy (alpha / beta): 2.70 / 2.61 eV
- HOMO (alpha / beta): -4.79 / -5.22 eV
- Gap between HOMO and LUMO (alpha / beta): 7.49 / 7.83 eV

Listed below, in e, are the Mulliken charges computed for each atom: Ti 0.067; O -0.734; C 0.300; O -0.361; C 0.354; C -0.734; C -0.223; C -0.652; C 0.500; N 0.412; C 0.400; O -0.704; O -0.549; H 0.541; H 0.416; H 0.522; C -1.454; C 1.202; C -0.765; C -1.097; C -0.174; C -0.571; N 0.174; C 0.829; C -0.436; C -0.667; C -0.691; C -0.690; C 0.305; C 0.848; O -0.697; O -0.830; C 0.576; C -1.802; H 0.386; H 0.296; H 0.318; H 0.321; H 0.420; H 0.613; H 0.288; H 0.414; H 0.386; H 0.378; H 0.470; H 0.337; H 0.379; H 0.482; C -1.193; C 1.285; O -0.628; O -0.494; H 0.289; H 0.317; H 0.319

Here is 2 unconnected molecules or ions with the total composition C2H5N3O in a non-equilibrium geometry from OMol25. Energies are from ωB97M-V with the def2-TZVPD basis set.

The geometry in ORCA input format:
```
! RIJCOSX wB97M-V def2-TZVPD def2/J DEFGRID3
* xyz 0 1
C 1.959 -0.611 0.565
C 1.242 0.009 -0.419
N 0.181 0.888 -0.337
N -0.231 1.736 -0.996
N -2.328 0.072 0.005
O -1.136 -0.127 0.682
H 2.683 -1.338 0.267
H 1.877 -0.366 1.615
H 1.513 -0.005 -1.558
H -2.663 -0.802 -0.316
H -3.096 0.544 0.491
*
```

- Largest force on an atom: 3.736 eV/A
- E_tot: -8666.7803 eV
- LUMO energy (alpha / beta): 0.02 / -0.10 eV
- HOMO (alpha / beta): -8.21 / -7.58 eV
- Gap between HOMO and LUMO (alpha / beta): 8.23 / 7.48 eV

Listed below, in e, are the Mulliken charges computed for each atom: C -0.625; C 0.193; N 0.475; N -0.506; N -0.363; O -0.391; H 0.252; H 0.260; H 0.277; H 0.216; H 0.212